(1)
12
Properties=species:S:1:pos:R:3:forces:R:3 method="wB97M-V/def2-TZVPD" de_lowest_kj_mol=40.1 charge=0 homo_ev="-7.01 / -9.30" multiplicity=3 e_lumo_ha="0.0119 / -0.0661"
Br -0.69862 -2.50503 0.14124 -1.03 0.93 -0.63
Br -2.91309 3.02689 -0.15248 0.36 -0.14 0.08
S -2.33160 0.14619 -0.63569 -0.98 -1.64 0.12
C -1.66264 1.67879 -0.64531 -0.99 2.89 -1.40
C 2.33110 -1.31853 0.74598 -2.37 0.93 0.84
C -0.83227 -0.60367 -0.25582 1.06 -2.15 0.31
C 1.43195 -0.50407 0.29241 2.27 -0.46 1.19
C 0.31848 0.11631 0.06115 -3.31 3.04 -0.68
H -0.03279 1.27288 0.06244 1.97 -2.39 0.60
H 3.22358 -1.40711 0.32331 3.65 -0.53 -2.46
H -1.11132 2.03708 -1.53567 0.01 -0.33 0.69
H 2.27722 -1.93974 1.59844 -0.64 -0.15 1.33

(2)
12
Properties=species:S:1:pos:R:3:forces:R:3 method="wB97M-V/def2-TZVPD" de_lowest_kj_mol=437.8 charge=0 homo_ev="-7.80 / -9.51" multiplicity=1 e_lumo_ha="-0.0628 / -0.0307"
Cl 3.42647 -0.12004 0.24092 0.72 -0.16 -0.09
P 0.91023 1.41615 -0.54610 -0.31 0.73 -1.06
O -1.71593 -2.27523 -0.17761 -0.03 0.26 0.20
C -0.94217 -1.31022 -0.07065 -1.18 -0.12 -0.35
C 1.80652 0.16723 0.21862 -3.13 -3.49 -0.22
C -0.78353 1.21175 -0.02389 0.01 -0.44 -0.04
C 0.41577 -1.55314 -0.21131 4.04 3.25 1.10
C -1.45359 0.06059 0.10039 -0.26 0.33 0.30
H -2.50517 0.08384 0.36127 -0.07 0.02 -0.10
H -1.31654 2.15247 0.06551 -0.05 -0.05 0.04
H 1.21234 2.63289 0.08336 0.18 0.07 0.37
H 0.94560 -2.46628 -0.04051 0.08 -0.40 -0.15

(3)
12
Properties=species:S:1:pos:R:3:forces:R:3 method="wB97M-V/def2-TZVPD" de_lowest_kj_mol=309.7 charge=0 homo_ev=-9.41 multiplicity=1 e_lumo_ha=-0.0450
F 1.09582 1.33994 -0.17094 0.63 4.45 0.16
F -2.43742 -1.07339 -0.22084 0.19 -0.93 0.30
O 3.51457 -0.16657 -0.33573 -6.19 -2.72 3.45
C 2.39946 -0.61716 0.20736 5.34 -0.10 -1.14
C 1.11203 0.11243 0.05613 -2.64 -5.52 -1.39
C -2.03528 1.13225 0.07706 5.54 0.66 -1.22
C -0.03754 -0.62301 -0.21611 -0.78 2.97 2.09
C -1.52660 -0.10604 -0.08012 1.95 1.29 -1.08
H -3.01636 1.28244 0.12825 -4.01 0.15 0.31
H 2.28042 -1.74385 0.95511 0.64 3.36 -2.53
H -1.46235 2.11524 -0.09876 -0.44 -2.04 0.76
H 0.11326 -1.65226 -0.30141 -0.23 -1.58 0.29

(4)
12
Properties=species:S:1:pos:R:3:forces:R:3 method="wB97M-V/def2-TZVPD" de_lowest_kj_mol=520.8 charge=0 homo_ev="-8.53 / -8.53" multiplicity=1 e_lumo_ha="-0.0260 / -0.0261"
F -4.96536 -0.14570 -0.19172 2.49 -0.80 0.55
F -1.71183 2.59664 0.47040 0.47 -1.30 -0.17
O -2.93838 -1.09730 -0.15962 -1.19 -0.86 -1.15
C -1.99157 1.40799 -0.06697 -2.44 -0.53 0.19
C -1.10321 0.33581 -0.02836 1.41 -0.77 -1.60
C -3.73531 -0.21922 0.43641 0.02 1.85 -0.18
C 0.43909 0.57419 -0.08904 -2.08 1.70 -0.41
C -1.61406 -0.96742 -0.27496 -0.11 2.80 1.06
H 0.73835 1.61024 0.19100 -0.36 -0.85 -0.40
H 0.94584 0.19925 -0.95250 -0.01 0.07 -0.78
H -1.07953 -1.89819 -0.47716 -0.20 0.48 0.16
H 0.62620 -0.06267 0.67073 1.99 -1.78 2.74

(5)
19
Properties=species:S:1:pos:R:3:forces:R:3 method="wB97M-V/def2-TZVPD" charge=+2 homo_ev="-19.79 / -19.37" multiplicity=2 e_lumo_ha="-0.2329 / -0.5044"
Rb 2.95461 -5.69103 -0.02580 0.20 -0.31 0.05
F -2.31274 1.31637 -0.18333 1.26 0.47 0.51
F -2.25149 3.41687 1.88507 -0.36 -1.04 0.77
F 2.10240 -0.50264 0.12853 0.52 0.17 -0.38
F 1.64141 -2.27193 -2.06323 0.63 0.31 -0.41
F -1.21897 4.00007 0.17717 0.56 -0.80 -1.25
F 0.26151 -1.09691 1.01400 -0.34 -1.16 0.21
F 1.56756 -3.23470 -0.08626 0.89 0.19 0.26
F -1.48905 0.77884 1.70879 0.96 0.65 0.04
O -0.05135 1.34537 -0.02174 0.33 -1.87 -0.47
C 0.09537 0.08928 -0.86751 -1.82 1.90 -1.94
C -1.31708 1.59791 0.70258 -2.95 -1.63 -2.36
C 1.01581 -2.32265 -0.91649 -2.96 0.15 0.97
C -1.24929 3.06749 1.11102 0.35 1.88 0.84
C 0.87704 -0.95649 -0.17737 2.08 0.12 2.18
H -0.02087 -2.64900 -0.99956 -0.17 -0.28 -0.72
H 0.56735 0.33547 -1.81868 0.54 0.84 0.25
H -0.28770 3.03963 1.62356 0.56 0.44 0.74
H -0.88454 -0.26195 -1.19076 -0.26 -0.03 0.71

(6)
12
Properties=species:S:1:pos:R:3:forces:R:3 method="wB97M-V/def2-TZVPD" de_lowest_kj_mol=0.0 charge=+2 homo_ev="-17.49 / -18.54" multiplicity=5 e_lumo_ha="-0.3450 / -0.3526"
Fe -1.66418 -0.05154 3.72981 0.41 -0.08 -0.13
O -1.29841 -0.12159 1.76206 0.66 -0.24 0.59
O -0.29160 3.11047 -1.31124 -0.11 -0.88 0.11
C 0.51391 -0.13665 -1.07136 0.25 0.12 -1.09
C -0.41441 1.99276 -1.27934 0.21 1.11 -0.28
C 1.57168 -0.87740 -1.06280 -0.84 -0.43 0.51
C -0.37795 -0.73849 2.35229 -1.40 -0.20 -0.53
C -0.57342 0.61623 -1.29062 0.01 -0.52 0.54
H 1.88928 -1.36520 -0.13622 0.27 0.32 -0.26
H 2.02400 -1.20842 -2.00229 0.02 0.27 0.13
H -1.59162 0.23458 -1.42316 0.32 0.08 -0.07
H 0.21272 -1.45476 1.73286 0.19 0.45 0.48

(7)
17
Properties=species:S:1:pos:R:3:forces:R:3 method="wB97M-V/def2-TZVPD" de_lowest_kj_mol=228.3 charge=-1 homo_ev="-3.68 / -3.67" multiplicity=2 e_lumo_ha="0.1034 / 0.0550"
Hg 2.49746 1.31137 -2.00919 2.38 4.10 -5.44
O 3.48360 -2.86080 -1.58824 -0.56 0.15 -0.06
O 3.54554 -0.60504 -2.10151 1.01 -2.78 -0.16
O -1.15068 -0.77058 1.23124 -0.44 -0.30 -0.29
O 0.72359 -1.19804 -0.74946 0.38 0.77 -0.11
O 1.47159 0.88858 -0.56602 -3.30 0.01 5.42
O 0.75767 0.06954 2.16195 -0.45 0.01 -1.17
O -0.71973 1.44979 1.01248 -0.43 0.54 -0.33
C 0.74395 -0.09626 -0.18504 -0.93 -2.33 0.12
C 3.41098 -1.73592 -1.83063 0.82 -0.13 0.21
C -2.10584 1.26579 0.84792 0.22 0.04 0.05
C -0.03568 0.14289 1.15225 0.96 0.05 1.73
C -2.22328 -0.21705 0.51385 0.16 -0.12 0.00
H -2.10768 -0.39143 -0.57149 -0.04 0.03 0.12
H -3.16295 -0.67254 0.84994 0.15 0.05 -0.05
H -2.63985 1.50380 1.78407 0.06 -0.04 -0.13
H -2.48868 1.91589 0.04789 0.02 -0.05 0.09

(8)
11
Properties=species:S:1:pos:R:3:forces:R:3 method="wB97M-V/def2-TZVPD" de_lowest_kj_mol=248.7 charge=0 homo_ev="-8.56 / -8.56" multiplicity=1 e_lumo_ha="-0.0300 / -0.0300"
I 1.24022 -2.71735 -0.30904 -0.32 0.45 -0.17
I -2.26833 0.22133 -2.75314 1.05 -0.27 1.47
C 0.82796 0.36337 -1.19264 -3.74 -3.56 2.28
C -0.67756 -0.13763 -1.08321 -0.02 -0.06 -2.46
C -0.98621 0.65174 1.41350 -1.67 0.36 1.63
C -0.70146 0.27647 0.21579 1.74 0.36 -1.63
C 0.44415 -1.03543 -1.49717 0.85 1.09 1.31
H 0.37648 -1.43574 -2.48562 -0.05 0.22 -0.56
H 1.21555 1.19807 -1.66326 0.44 1.50 -0.74
H -0.35134 1.35864 1.95605 -0.13 -0.52 -0.09
H -1.99575 0.36068 1.90718 1.85 0.43 -1.03

(9)
12
Properties=species:S:1:pos:R:3:forces:R:3 method="wB97M-V/def2-TZVPD" de_lowest_kj_mol=51.7 charge=0 homo_ev=-9.77 smiles="N#C[C@]1(I)CCC1=O" multiplicity=1 e_lumo_ha=-0.0341
I -1.46710 -1.84161 -0.94385 -0.25 0.79 0.30
O 0.84115 0.89195 -2.01885 0.25 0.58 -1.34
N -2.67570 1.78208 -0.22696 -1.13 1.34 0.14
C -0.80479 0.12388 -0.11671 2.21 -1.79 -2.01
C 0.58115 0.29971 -1.05552 -1.04 -0.49 2.90
C -1.78824 1.08804 -0.06457 -0.88 -0.08 -0.53
C 1.32324 -0.40965 0.11916 0.42 1.07 -1.52
C 0.13091 -0.14834 1.01846 0.40 -1.81 -0.74
H 0.29464 0.70317 1.59354 -0.02 1.24 1.43
H 1.37637 -1.44153 -0.15877 0.46 -0.68 0.05
H -0.10452 -1.07537 1.49547 -0.37 0.03 1.27
H 2.29288 0.02766 0.35860 -0.05 -0.22 0.04

(10)
12
Properties=species:S:1:pos:R:3:forces:R:3 method="wB97M-V/def2-TZVPD" de_lowest_kj_mol=187.5 charge=0 homo_ev=-8.13 multiplicity=1 e_lumo_ha=-0.0073
I -3.40299 -0.80557 -0.05190 0.34 0.05 0.11
S -1.68623 2.67040 0.18937 0.14 -0.36 0.00
N 0.90884 -1.01352 0.15845 -0.96 -1.02 0.26
C -0.68349 1.44108 -0.03838 -4.09 -3.28 0.12
C -0.42047 -1.33649 0.28794 0.00 0.58 -0.53
C 0.61094 1.26745 -0.35756 2.32 0.38 -0.20
C 1.34573 0.13285 -0.26017 2.49 0.54 0.27
C -1.37465 -0.47815 -0.00105 0.39 3.91 0.29
H 1.51135 -1.77084 0.36027 0.89 -0.34 -0.09
H 1.18628 2.15605 -0.42342 0.51 0.81 -0.52
H 2.45315 0.08435 -0.36289 -0.93 0.76 -0.19
H -0.44847 -2.34760 0.49934 -1.10 -2.03 0.49

(11)
25
Properties=species:S:1:pos:R:3:forces:R:3 method="wB97M-V/def2-TZVPD" de_lowest_kj_mol=524.9 charge=0 homo_ev="-9.91 / -10.36" multiplicity=6 e_lumo_ha="-0.0159 / -0.1454"
Ir 0.63345 -0.19306 0.04350 0.41 -0.23 0.53
Se 1.61454 -1.83850 1.47507 -0.01 0.03 -0.07
P 2.25009 2.54817 -0.20273 -0.05 -0.02 0.03
P -2.04014 1.62600 0.22114 0.13 -0.44 0.14
O 0.56896 2.65764 0.34431 0.09 0.06 -0.05
O -3.11714 1.68436 -0.96392 -0.05 0.02 0.04
O -2.52533 2.20592 1.47194 0.00 0.11 -0.01
O 3.10622 3.15620 0.79802 0.05 -0.02 0.03
O 0.45821 1.57750 1.28623 -0.01 0.07 0.08
O 2.25205 1.10326 -0.62853 0.08 -0.01 -0.12
O -1.44304 0.22270 0.07742 -0.15 0.17 -0.09
O 2.06282 3.43818 -1.51405 0.00 0.01 -0.06
N -1.19742 4.09186 -0.51254 0.13 0.01 -0.01
N -0.74733 4.03568 -3.91148 -0.01 0.01 -0.01
N 3.85832 -2.33157 -0.45867 0.02 -0.03 -0.03
N 0.17575 -0.08374 -2.25414 -0.10 0.03 -0.50
C -0.45934 2.37651 -1.99350 -0.04 -0.18 0.21
C -0.10046 1.04298 -2.25402 -0.11 0.03 0.14
C 2.99400 -2.13806 0.27758 -0.13 0.04 0.12
C -0.61851 3.26479 -3.06173 0.03 0.13 -0.05
C -0.77434 2.79188 -0.57256 -0.18 0.22 -0.43
H -1.39634 4.43727 0.41578 -0.18 -0.07 -0.01
H -3.86742 2.23717 -0.70795 0.02 0.01 -0.04
H -0.76879 4.75822 -1.13892 0.08 0.05 0.11
H 2.59722 4.24247 -1.46811 -0.02 0.00 0.05

(12)
18
Properties=species:S:1:pos:R:3:forces:R:3 method="wB97M-V/def2-TZVPD" de_lowest_kj_mol=0.0 charge=0 homo_ev=-9.21 multiplicity=1 e_lumo_ha=-0.0234
O -2.12727 1.08012 0.23607 -0.14 0.12 -0.03
O 3.30660 0.98812 0.23455 0.31 -0.91 0.11
O -4.22716 0.72382 -0.34351 -0.29 -0.33 -0.11
O 3.79179 -2.74053 0.62150 2.18 -2.42 0.21
O 1.75583 2.41638 -0.57805 -0.01 -0.95 0.21
O -2.93176 -1.02306 0.04471 -0.08 -0.80 -0.08
O 1.35814 0.19444 -0.29942 -0.21 -1.28 0.09
C -0.00606 0.33489 -0.65333 -0.33 0.16 -0.40
C 2.18618 1.32874 -0.22188 0.22 2.03 -0.19
C -0.85004 0.56907 0.59181 0.19 -0.12 0.22
C 4.55354 -3.60994 0.70634 -2.18 2.46 -0.23
C -3.12302 0.21461 -0.03397 -0.21 0.43 0.05
Li -4.83174 -1.14037 -0.47462 0.71 0.65 0.19
Li 2.90195 -0.88250 0.28506 -0.10 0.82 -0.06
H -0.38266 1.33550 1.22170 -0.08 -0.11 -0.24
H -0.12302 1.16920 -1.35628 0.06 -0.13 0.26
H -0.29872 -0.59878 -1.14720 0.00 0.18 0.09
H -0.95257 -0.35969 1.16652 -0.02 0.20 -0.10

(13)
12
Properties=species:S:1:pos:R:3:forces:R:3 method="wB97M-V/def2-TZVPD" charge=-1 homo_ev=-2.05 multiplicity=1 e_lumo_ha=0.0840
O -0.60343 0.75509 1.24899 -1.27 0.03 -0.65
O 2.06628 0.56335 -1.19975 0.36 0.51 -0.11
C -1.09950 -1.01899 -0.50152 -1.03 1.57 2.41
C 0.59754 1.10888 0.58097 0.21 0.48 -0.45
C -1.08071 -0.58589 1.05030 1.11 -1.91 -0.80
C -0.10663 -0.49503 -1.24729 0.14 0.17 -0.59
C 0.84532 0.34968 -0.53394 -0.80 -0.23 0.22
Li -1.33781 1.39243 -0.69067 1.17 -0.83 0.46
H -0.31527 -1.23555 1.52991 -0.16 0.14 0.02
H -2.00140 -0.70865 1.63874 -0.02 0.16 -0.43
H -1.95002 -1.61385 -0.85202 0.14 0.19 -0.04
H 1.84629 1.11719 -1.95761 0.14 -0.28 -0.06

(14)
11
Properties=species:S:1:pos:R:3:forces:R:3 method="wB97M-V/def2-TZVPD" de_lowest_kj_mol=754.1 charge=0 homo_ev="-9.54 / -10.13" multiplicity=1 e_lumo_ha="-0.0202 / -0.1042"
N -0.06166 0.73438 0.85683 -0.15 1.21 -0.78
N -1.18321 1.12395 0.26574 -0.54 -0.94 0.68
C 0.41419 -0.43667 0.35685 0.11 -0.33 -0.49
C -0.63609 -0.95180 -0.44181 0.26 -0.11 0.11
C -1.58809 0.04609 -0.45636 -0.16 0.36 0.37
C 1.74643 -0.74964 0.40761 0.89 -1.06 0.77
C 2.92058 -1.22291 0.61565 -0.79 0.48 -0.27
H 1.11701 1.91774 -1.13819 0.10 0.12 -0.17
H -0.64421 -1.92365 -0.91274 0.02 0.20 -0.03
H 0.49933 1.43236 1.32368 0.01 -0.10 0.01
H -2.58428 0.03016 -0.87726 0.26 0.17 -0.18

(15)
11
Properties=species:S:1:pos:R:3:forces:R:3 method="wB97M-V/def2-TZVPD" de_lowest_kj_mol=410.8 charge=0 homo_ev=-9.76 multiplicity=1 e_lumo_ha=0.0049
N 0.90523 -0.62061 -1.38606 0.19 -0.09 -0.12
N -0.38060 -0.74736 -1.74220 0.01 0.00 0.15
C -1.05785 -0.41075 -0.65805 -0.04 -0.13 -0.08
C -0.54328 0.64008 1.60644 -0.09 0.34 0.25
C 1.07759 -0.21351 -0.11234 -0.06 -0.14 -0.07
C -0.85253 0.96157 2.81471 0.23 -0.17 -0.93
C -0.18950 -0.09302 0.40888 0.14 -0.35 -0.22
H 2.04670 -0.00515 0.32095 -0.16 -0.10 -0.11
H -2.14090 -0.37714 -0.65864 0.21 -0.09 -0.04
H 1.62129 -0.81419 -2.06525 -0.06 -0.04 0.04
H -0.56570 1.67675 1.19720 -0.37 0.77 1.14

(16)
11
Properties=species:S:1:pos:R:3:forces:R:3 method="wB97M-V/def2-TZVPD" de_lowest_kj_mol=628.1 charge=0 homo_ev="-8.62 / -8.63" multiplicity=1 e_lumo_ha="-0.0634 / -0.0633"
N -0.45975 1.09053 0.26738 -0.08 0.11 0.02
N -1.67686 0.65768 0.14509 0.31 -0.09 0.01
C -0.26553 -1.07665 -0.14917 0.01 0.05 -0.03
C 0.52807 0.10329 0.07567 -0.20 -0.07 0.07
C 3.14711 0.54438 0.43835 -0.87 -0.15 -0.06
C -1.58355 -0.66443 -0.11614 -0.01 -0.09 -0.02
C 1.91161 0.30585 0.43193 0.78 0.11 0.20
H 0.13991 -2.05597 -0.36093 -0.06 0.15 0.02
H 1.02105 0.27320 -0.95193 -0.03 -0.01 -0.20
H -2.48611 -1.23781 -0.27491 0.15 0.08 0.03
H -0.27595 2.05993 0.49464 0.00 -0.11 -0.04

(17)
11
Properties=species:S:1:pos:R:3:forces:R:3 method="wB97M-V/def2-TZVPD" de_lowest_kj_mol=179.1 charge=0 homo_ev=-9.06 smiles=C#Cc1ccn[nH]1 multiplicity=1 e_lumo_ha=0.0359
N -1.88749 0.84509 0.32826 0.07 -0.22 -0.06
N -0.58778 1.12624 0.44307 0.19 0.08 0.02
C 0.21440 0.08250 0.10314 -0.14 -0.04 -0.08
C -0.63281 -0.94906 -0.24850 0.04 0.02 -0.01
C 2.82508 0.03671 -0.12481 -0.45 0.01 -0.01
C 1.63471 0.12016 0.03652 0.49 -0.04 -0.09
C -1.92291 -0.41310 -0.09442 -0.12 0.01 0.03
H -0.32904 -1.93205 -0.57639 -0.11 0.14 0.03
H -0.30556 2.04411 0.74972 0.01 -0.15 -0.06
H -2.87423 -0.89157 -0.28473 0.12 0.09 0.07
H 3.86563 -0.06905 -0.33187 -0.08 0.10 0.15

(18)
11
Properties=species:S:1:pos:R:3:forces:R:3 method="wB97M-V/def2-TZVPD" de_lowest_kj_mol=195.8 charge=0 homo_ev=-8.92 smiles=C#Cc1cn[nH]c1 multiplicity=1 e_lumo_ha=0.0338
N -1.93991 -0.08778 -0.03697 -0.20 -0.14 0.09
N -1.61791 1.14115 -0.47098 0.15 -0.06 0.07
C 2.78038 -0.51009 0.26385 -0.45 0.47 -0.57
C -0.30217 1.18983 -0.38013 -0.08 0.07 0.03
C -0.87501 -0.82741 0.32909 -0.07 0.08 0.06
C 1.58784 -0.35321 0.27344 0.49 0.04 -0.07
C 0.22282 -0.02722 0.12617 -0.16 -0.01 0.04
H -0.93521 -1.83753 0.70518 -0.14 0.12 -0.07
H 3.74638 -0.42310 -0.16138 0.52 -0.39 0.44
H -2.90989 -0.34471 0.02419 0.05 0.02 -0.06
H 0.24267 2.08005 -0.67244 -0.12 -0.20 0.05

(19)
11
Properties=species:S:1:pos:R:3:forces:R:3 method="wB97M-V/def2-TZVPD" de_lowest_kj_mol=445.3 charge=0 homo_ev="-8.76 / -8.76" multiplicity=1 e_lumo_ha="-0.0093 / -0.0092"
N -0.89086 -0.71451 -1.09143 0.18 -0.05 0.01
N -1.06222 -0.03713 0.10325 0.08 0.33 0.17
C 0.08223 2.22390 2.39251 0.13 -0.76 -0.29
C 0.10156 0.25762 0.71519 -0.11 0.00 -0.32
C 1.11341 -0.42624 -0.07204 -0.03 0.07 0.01
C 0.16903 1.14171 1.75297 0.01 0.57 0.63
C 0.48935 -0.93288 -1.15427 0.04 0.03 0.06
H 0.88669 -1.45589 -2.01486 -0.02 0.16 0.12
H -1.19768 -0.08615 -1.83425 -0.20 -0.45 -0.29
H -1.98523 0.18728 0.43917 0.10 0.11 -0.06
H 2.16707 -0.45181 0.16223 -0.17 0.00 -0.02

(20)
11
Properties=species:S:1:pos:R:3:forces:R:3 method="wB97M-V/def2-TZVPD" de_lowest_kj_mol=297.0 charge=0 homo_ev=-10.04 smiles=C#C[C@H]1N[C@H]1C#N multiplicity=1 e_lumo_ha=0.0292
N -0.77503 -1.17810 0.56909 -0.01 -0.05 0.24
N -1.93874 2.19724 0.47176 0.47 -0.96 -0.35
C 1.38786 0.04279 -0.02399 0.44 0.11 0.04
C 2.49950 0.45781 0.18122 -0.49 -0.14 -0.05
C 0.19209 -0.67754 -0.40296 0.16 -0.05 -0.16
C -1.20794 -0.15213 -0.37635 -0.13 0.10 -0.14
C -1.55924 1.17062 0.09646 -0.25 0.85 0.33
H 0.39215 -1.38917 -1.19984 -0.07 0.05 0.06
H -0.60628 -0.76234 1.48340 0.02 -0.01 -0.12
H 3.49560 0.80454 0.35202 -0.23 0.04 0.03
H -1.87996 -0.51372 -1.15079 0.07 0.07 0.12

| no. | total energy (eV) |
| --- | --- |
| 1 | -156163.804 |
| 2 | -29101.671 |
| 3 | -12727.950 |
| 4 | -12725.762 |
| 5 | -29672.296 |
| 6 | -43708.031 |
| 7 | -23755.397 |
| 8 | -21445.460 |
| 9 | -16885.981 |
| 10 | -25672.682 |
| 11 | -114349.199 |
| 12 | -19995.637 |
| 13 | -9545.707 |
| 14 | -8221.677 |
| 15 | -8225.236 |
| 16 | -8222.984 |
| 17 | -8227.638 |
| 18 | -8227.464 |
| 19 | -8224.878 |
| 20 | -8226.416 |